No. 1
Entry from the Open Molecules 2025 dataset: a 27-piece molecular cluster, C11H59N3O26S overall at a distorted geometry (ωB97M-V/def2-TZVPD).

ORCA input file:
```
! RIJCOSX wB97M-V def2-TZVPD def2/J DEFGRID3
* xyz 0 1
C -3.17530 -3.38343 0.48334
C -2.24906 -3.00306 1.51425
C -1.52434 -1.58883 1.26504
C -1.73634 -0.39178 2.23968
N -1.19227 0.92057 2.12222
C -0.39537 0.97054 0.92544
C 0.26772 2.37239 0.57912
C 1.12536 2.57697 -0.70303
N 1.64668 3.97563 -0.91582
C 0.54556 4.63857 -1.21930
S -0.91240 5.38601 -1.58336
C 1.38583 1.39625 -1.70728
C 0.74361 0.03634 -1.37128
C -0.14038 -0.18183 -0.07221
N -0.71333 -1.49166 0.09533
H -3.07020 -2.85967 -0.54107
H -4.02037 -4.12726 0.63671
H -2.02115 -3.67807 2.40348
H -2.43362 -0.57694 3.14064
H 0.10826 3.26126 1.29070
H 1.99927 1.54156 -2.65656
H 0.89594 -0.84973 -2.09762
O 2.72471 4.53503 2.29395
H 2.86662 4.73364 1.35905
H 2.50745 3.59320 2.30426
O 0.74517 -2.67816 3.02189
H 1.62187 -2.43744 2.69583
H 0.27070 -1.83734 3.04904
O -0.78998 0.59984 -4.36534
H -1.41803 -0.08530 -4.10292
H -0.22581 0.71031 -3.58998
O 2.25810 3.58153 -4.05624
H 2.67399 4.10822 -3.36197
H 1.37509 3.95788 -4.13488
O 1.67936 -1.13090 -5.31531
H 2.56381 -0.88814 -5.62017
H 1.20376 -0.28933 -5.28819
O -1.19213 -5.95852 1.07012
H -0.85986 -6.82234 1.34553
H -0.54590 -5.33440 1.42641
O 2.34584 -2.52921 -2.34184
H 2.48447 -2.31482 -3.27612
H 2.13282 -3.47068 -2.34680
O 4.80895 3.04285 -2.85813
H 4.56826 2.33037 -3.46670
H 4.21131 2.92351 -2.10941
O 3.89509 -2.37271 2.01587
H 3.61643 -3.29694 1.95752
H 4.37184 -2.22006 1.18904
O 5.21089 -5.01356 3.04265
H 4.85234 -4.37873 3.67497
H 6.14230 -4.76678 2.96773
O -2.94833 3.55755 -3.97919
H -2.23817 3.86420 -3.40073
H -2.90082 2.59432 -3.91787
O -0.29353 4.44247 -5.09353
H -1.12946 4.91608 -5.18803
H -0.56100 3.53382 -4.89964
O -4.50473 0.19203 3.54206
H -4.09009 0.71123 4.24391
H -5.39217 0.56572 3.46914
O -1.88257 -3.91094 -2.94862
H -1.95273 -4.87260 -2.87942
H -1.47422 -3.64589 -2.11200
O -2.71073 -2.02101 5.11315
H -3.33676 -2.70336 5.38564
H -2.14094 -1.90523 5.88413
O -4.85553 2.98412 5.15063
H -3.97588 3.22287 4.83562
H -5.32742 3.82492 5.17926
O 6.95047 -2.32030 2.77903
H 7.36756 -1.79324 3.47210
H 6.05690 -1.95565 2.71348
O -2.34152 -5.49036 -5.57876
H -1.92933 -4.97044 -4.87595
H -3.22969 -5.12024 -5.65306
O 4.41196 2.47532 0.15795
H 4.82225 3.00345 0.85554
H 3.52026 2.85531 0.07335
O -7.65260 2.87720 6.96285
H -7.80583 2.02712 7.39245
H -6.88798 2.71628 6.39568
O 4.60648 0.78174 3.20879
H 4.73125 0.98531 2.27222
H 4.40303 -0.16330 3.21768
O -4.11498 5.39665 3.86591
H -3.23399 5.63489 3.55068
H -4.58792 6.23793 3.89527
O -4.49373 -4.93201 -1.18518
H -4.77883 -5.85252 -1.25274
H -4.00538 -4.77690 -2.00525
O -6.26071 -0.01301 5.87744
H -5.67806 -0.46452 5.24893
H -7.14135 -0.11588 5.49528
O 5.71822 1.02150 -5.16077
H 6.04249 0.16063 -4.86808
H 6.36529 1.64701 -4.80857
O 3.07222 0.82720 -7.05494
H 3.95713 1.06783 -7.35720
H 2.59790 1.66785 -7.02698
*
```

For the HOMO energy, the calculation gives -0.32356 Eh. Its HOMO-LUMO gap is 0.276 Eh. For the largest force on an atom, the calculation gives 6.17 eV/A. For the total energy, the calculation gives -80897.9123 eV.

Löwdin population analysis, charges in e, atoms 1 to 99: C 0.007; C -0.097; C -0.189; C -0.037; N 0.089; C -0.169; C 0.052; C -0.238; N 0.023; C -0.584; S 0.724; C 0.004; C 0.013; C -0.147; N 0.117; H 0.074; H 0.065; H 0.101; H 0.083; H 0.112; H 0.093; H 0.090; O -0.059; H 0.013; H 0.024; O -0.053; H 0.007; H 0.014; O -0.045; H 0.055; H -0.009; O -0.070; H 0.017; H -0.015; O -0.066; H 0.016; H 0.008; O -0.066; H 0.038; H 0.025; O -0.071; H 0.020; H 0.044; O -0.063; H 0.016; H -0.010; O -0.050; H 0.046; H 0.065; O -0.066; H 0.030; H 0.029; O -0.067; H -0.042; H 0.037; O -0.070; H 0.048; H 0.029; O -0.071; H 0.032; H 0.046; O -0.058; H 0.040; H 0.036; O -0.056; H 0.046; H 0.047; O -0.063; H 0.030; H 0.028; O -0.055; H 0.048; H -0.005; O -0.057; H -0.003; H 0.038; O -0.047; H 0.052; H -0.009; O -0.064; H 0.031; H -0.005; O -0.057; H 0.014; H 0.008; O -0.048; H 0.050; H 0.051; O -0.083; H 0.057; H 0.023; O -0.063; H 0.008; H 0.044; O -0.052; H 0.046; H 0.044; O -0.054; H 0.038

=====

No. 2
Entry from the Open Molecules 2025 dataset: a 23-piece molecular cluster, C11H60F3NO24SSi overall at a distorted geometry (ωB97M-V/def2-TZVPD).

ORCA input file:
```
! RIJCOSX wB97M-V def2-TZVPD def2/J DEFGRID3
* xyz 0 1
C 0.83577 2.34770 -0.80533
Si 0.37007 0.50208 -0.98755
C 0.12539 0.11260 -2.86020
C 1.85646 -0.56206 -0.42127
C 1.91712 -0.85385 1.13440
C 1.64188 -2.36414 1.50962
F 2.27834 -2.54159 2.76624
F 0.30714 -2.62803 1.74335
N 2.28364 -3.32433 0.61139
S 1.20182 -4.15337 -0.37846
O 0.23470 -3.32525 -1.05598
O 0.55009 -5.24323 0.30274
F 2.17244 -4.79251 -1.56494
C -1.23021 0.21214 0.01982
C -1.41925 0.47432 1.48975
C -2.67250 0.23243 2.18700
C -3.83397 -0.26507 1.45525
C -3.71734 -0.51866 0.01171
C -2.43265 -0.29462 -0.67660
H 0.01197 2.84247 -0.21416
H 1.78166 2.43459 -0.21260
H 0.97041 2.78903 -1.82371
H 0.74879 0.86465 -3.41281
H -0.95141 0.11830 -3.16264
H 0.53042 -0.90896 -3.11005
H 1.90255 -1.45916 -1.07437
H 2.77660 0.04185 -0.66354
H 1.29461 -0.17170 1.76088
H 3.00144 -0.68366 1.45452
H 3.06462 -2.91222 0.09012
H -0.57401 0.88554 2.08402
H -2.78247 0.42635 3.27389
H -4.83250 -0.45647 1.91702
H -4.62296 -0.86941 -0.53228
H -2.44333 -0.50472 -1.77057
O 2.25142 4.60390 -2.00040
H 3.17829 4.80626 -2.20229
H 1.75569 5.25612 -2.51080
O -2.93745 1.54731 5.20017
H -2.34001 1.13166 5.83293
H -3.14782 2.40358 5.60359
O 1.60636 3.18914 -4.53643
H 1.91310 3.64467 -3.73682
H 0.73272 3.56439 -4.70156
O 4.68192 5.70780 -3.14433
H 4.99804 5.04534 -3.77076
H 4.97604 6.54520 -3.52009
O 0.57401 -6.36236 -3.30883
H 1.20967 -5.93226 -2.72190
H -0.02066 -6.82812 -2.70915
O 5.10687 -0.71828 2.73997
H 5.83050 -1.31606 2.96621
H 4.31435 -1.20577 2.99629
O -3.96285 3.78032 4.09175
H -3.53358 2.95452 3.83147
H -3.81502 4.36806 3.34143
O 1.04989 2.70953 -7.15346
H 1.65843 2.40357 -7.83551
H 1.48056 2.45475 -6.32345
O -4.31959 3.77197 7.23031
H -4.93058 4.29953 6.70234
H -4.68285 3.81019 8.12198
O -0.62009 3.78636 1.82797
H -0.10573 4.14151 2.56169
H -1.17613 4.52874 1.55984
O -5.01080 3.16367 0.96488
H -4.28549 2.56376 1.18519
H -5.80181 2.66997 1.20767
O 0.99433 0.40056 -8.66600
H 0.60010 -0.26997 -9.23533
H 0.36634 1.13286 -8.69351
O -1.40737 -1.34456 4.75881
H -2.00613 -2.06640 4.98502
H -0.99426 -1.63477 3.93823
O -2.70750 -3.16351 2.52812
H -1.78603 -2.96925 2.32412
H -3.20013 -2.49969 2.02422
O -2.65452 6.02135 0.57812
H -3.05770 5.35913 0.00231
H -3.27922 6.75472 0.56424
O 6.22715 -2.07503 5.16106
H 5.58354 -2.59511 5.65764
H 6.04854 -1.16426 5.42764
O 3.56762 -1.30036 -2.43562
H 3.98644 -2.13394 -2.68371
H 3.71292 -0.73067 -3.20120
O 0.54741 -4.17885 -5.59474
H 0.76305 -4.80284 -6.29733
H 0.68295 -4.68577 -4.78469
O 9.04159 -2.97221 6.17282
H 9.36043 -2.52106 6.96213
H 8.17095 -2.58351 6.01293
O -5.64463 -1.04005 -2.77339
H -6.24047 -1.76053 -2.53755
H -5.23241 -1.33657 -3.59294
O -1.42002 -6.29612 -6.13487
H -0.83281 -6.67773 -5.47134
H -1.64585 -5.43087 -5.77361
O -5.02650 -1.08270 4.28854
H -5.23580 -1.69417 5.00308
H -4.25478 -0.59811 4.61221
*
```

For the HOMO energy, the calculation gives -0.31688 Eh. Its HOMO-LUMO gap is 0.315 Eh. For the largest force on an atom, the calculation gives 3.83 eV/A. For the total energy, the calculation gives -89875.5053 eV.

Löwdin population analysis, charges in e, atoms 1 to 99: C -0.173; Si 0.612; C -0.161; C -0.253; C -0.096; C -0.490; F 0.031; F 0.074; N 0.003; S 0.706; O -0.239; O -0.234; F -0.195; C -0.199; C -0.074; C -0.097; C -0.110; C -0.063; C -0.070; H 0.020; H 0.044; H 0.002; H 0.018; H 0.022; H 0.036; H 0.024; H 0.083; H 0.107; H 0.110; H 0.132; H 0.087; H 0.058; H 0.094; H 0.077; H 0.079; O -0.067; H 0.017; H 0.058; O -0.065; H 0.053; H 0.018; O -0.065; H 0.000; H 0.059; O -0.044; H 0.057; H 0.056; O -0.047; H 0.001; H 0.059; O -0.066; H 0.023; H 0.006; O -0.057; H 0.009; H 0.034; O -0.076; H 0.024; H 0.007; O -0.055; H 0.037; H 0.037; O -0.056; H 0.046; H 0.008; O -0.061; H 0.013; H 0.042; O -0.070; H 0.040; H 0.024; O -0.053; H 0.040; H 0.010; O -0.049; H 0.002; H 0.012; O -0.053; H 0.042; H 0.044; O -0.044; H 0.061; H 0.059; O -0.058; H 0.051; H 0.062; O -0.065; H 0.037; H -0.003; O -0.068; H 0.030; H -0.012; O -0.060; H 0.040; H 0.040; O -0.068; H 0.011; H 0.031; O -0.056

=====

No. 3
Entry from the Open Molecules 2025 dataset: C11H6Br2MgOS7 as an isolated structure (ωB97M-V/def2-TZVPD).

ORCA input file:
```
! RIJCOSX wB97M-V def2-TZVPD def2/J DEFGRID3
* xyz -2 1
Mg -0.01443 -0.83445 -0.08867
Br -3.54672 -1.43291 -2.20122
C -2.47491 -0.56874 -3.53694
Br -1.21009 -1.76864 -4.37584
H -1.90460 0.22246 -3.06021
H -3.12610 -0.19587 -4.31627
S -0.68155 1.25113 -1.14289
C 0.33563 2.39228 -0.24824
C -0.02420 3.73955 -0.31090
C 0.69209 4.73285 0.33789
C 1.80446 4.37675 1.08944
C 2.17101 3.04376 1.16834
C 1.47259 2.02298 0.51158
S 2.07957 0.37985 0.67926
H -0.89959 4.00051 -0.89451
H 0.37876 5.76831 0.25989
H 2.38084 5.12942 1.61711
H 3.03413 2.75363 1.75638
S -0.47250 -6.58606 4.20090
C -0.55969 -5.26696 3.16000
S -0.17749 -5.33584 1.49865
C -0.49972 -3.67800 1.07224
C -0.90394 -2.88028 2.09747
S -1.30489 -1.18350 2.03454
S -1.01131 -3.69110 3.63958
S -0.29076 -3.22723 -0.61576
O 2.81833 -1.89227 -2.32778
C 1.93511 -1.27165 -2.00405
*
```

For the HOMO energy, the calculation gives -0.04515 Eh. Its HOMO-LUMO gap is 0.199 Eh. For the largest force on an atom, the calculation gives 0.67 eV/A. For the total energy, the calculation gives -234934.1162 eV.

Just the Löwdin charges please, in e? Sure, here they are: Mg -0.093; Br 0.563; C -1.086; Br 0.526; H -0.105; H -0.016; S 0.501; C -0.688; C -0.175; C -0.150; C -0.149; C -0.172; C -0.711; S 0.477; H 0.076; H 0.076; H 0.077; H 0.076; S 0.341; C -1.555; S 0.860; C -1.160; C -1.181; S 0.436; S 0.865; S 0.419; O 0.045; C -0.099

=====

No. 4
Entry from the Open Molecules 2025 dataset: a 2-piece molecular cluster, C11H6Cl4NO4 overall at a distorted geometry (ωB97M-V/def2-TZVPD).

ORCA input file:
```
! RIJCOSX wB97M-V def2-TZVPD def2/J DEFGRID3
* xyz -1 1
Cl 2.23805 -0.61339 2.23359
C 0.72693 0.20792 2.24031
C 0.68376 1.56438 2.25705
Cl 2.14133 2.48218 2.26707
C -0.57424 2.27786 2.28373
O -0.61102 3.49848 2.30074
C -1.78506 1.48555 2.28404
Cl -3.29599 2.31132 2.35108
C -1.74191 0.12833 2.26018
Cl -3.19684 -0.79116 2.24187
C -0.48304 -0.58169 2.24431
O -0.43980 -1.80147 2.24582
C 2.36962 0.47141 -3.09642
C 1.02986 0.32046 -2.40669
O 0.85766 -0.98870 -1.92588
C -0.37684 -1.12806 -1.35339
C -0.73067 -2.46589 -0.95658
C -1.93640 -2.82102 -0.57607
N -3.04593 -3.14147 -0.25981
O -1.15293 -0.19315 -1.20769
H 2.54770 1.48395 -3.46491
H 3.17388 0.20126 -2.41290
H 2.44544 -0.21606 -3.93915
H 0.92168 1.00272 -1.55000
H 0.19161 0.51878 -3.09132
H 0.04315 -3.21256 -0.96897
*
```

For the HOMO energy, the calculation gives -0.12231 Eh. The calculation puts the energy above the lowest of the compared OMol25 structures with the same formula, charge and spin at 39.37 kJ/mol. Its HOMO-LUMO gap is 0.136 Eh. For the largest force on an atom, the calculation gives 7.31 eV/A. For the total energy, the calculation gives -71273.9599 eV.

Just the Löwdin charges please, in e? Sure, here they are: Cl 0.748; C -0.581; C -0.590; Cl 0.725; C -0.461; O 0.060; C -0.590; Cl 0.729; C -0.573; Cl 0.769; C -0.454; O 0.100; C -0.078; C -0.283; O -0.036; C -0.557; C -0.131; C -0.391; N 0.050; O 0.013; H 0.070; H 0.069; H 0.070; H 0.117; H 0.124; H 0.081